Arrangement i

{"formula": "CH6NP", "method": "ωB97M-V with the def2-TZVPD basis set", "homo_energy_ev": -8.30, "orbital_gap_ev": 9.2761, "multiplicity": 1, "symbols": ["C", "N", "P", "H", "H", "H", "H", "H", "H"], "positions_angstrom": [[-1.11, -0.35, -0.20], [1.20, 0.70, 0.05], [0.55, -0.89, 0.20], [-1.35, 0.57, 0.25], [-1.91, -1.04, -0.11], [-0.95, -0.05, -1.32], [2.22, 0.71, -0.16], [0.71, 1.08, -0.79], [0.64, -0.73, 2.08]], "nbo_charge": [-0.980, -1.152, 0.809, 0.234, 0.247, 0.217, 0.384, 0.364, -0.123]}

---

Arrangement ii

{"formula": "CH6NP", "method": "ωB97M-V with the def2-TZVPD basis set", "homo_energy_ev": -8.91, "smiles": "CPN", "orbital_gap_ev": 9.9932, "multiplicity": 1, "symbols": ["C", "P", "N", "H", "H", "H", "H", "H", "H"], "positions_angstrom": [[0.61, 0.24, 0.93], [0.52, -0.75, -0.60], [-1.07, -0.42, -1.08], [-0.18, 0.00, 1.62], [0.65, 1.28, 0.69], [1.46, 0.12, 1.56], [1.09, 0.17, -1.57], [-1.79, -1.13, -0.77], [-1.29, 0.49, -0.79]], "nbo_charge": [-0.974, 0.741, -1.139, 0.234, 0.221, 0.237, -0.070, 0.386, 0.364]}

---

Arrangement iii

{"formula": "CH6NP", "method": "ωB97M-V with the def2-TZVPD basis set", "homo_energy_ev": -9.25, "smiles": "CPN", "orbital_gap_ev": 10.1975, "multiplicity": 1, "symbols": ["C", "P", "N", "H", "H", "H", "H", "H", "H"], "positions_angstrom": [[-1.15, -0.21, -0.46], [0.66, -0.78, -0.34], [1.34, 0.71, -0.01], [-1.72, -0.92, -1.23], [-1.31, 0.82, -0.61], [-1.57, -0.34, 0.52], [0.33, -1.16, 1.21], [1.01, 1.08, 0.88], [2.40, 0.78, 0.03]], "nbo_charge": [-0.934, 0.778, -1.173, 0.227, 0.229, 0.222, -0.121, 0.378, 0.394]}

---

Verdict on stability: arrangement i comes out at the bottom.

---

Arrangement i

{"formula": "C3H7OS2", "method": "ωB97M-V with the def2-TZVPD basis set", "homo_energy_ev": -2.71, "charge": -1, "smiles": "[O-]CCCSS", "orbital_gap_ev": 5.7863, "multiplicity": 1, "symbols": ["O", "C", "C", "C", "S", "S", "H", "H", "H", "H", "H", "H", "H"], "positions_angstrom": [[1.78, -0.93, -0.30], [1.72, -0.29, 0.85], [0.45, 0.86, 0.66], [-0.55, -0.06, 0.03], [-1.94, 0.71, -0.88], [-2.98, -0.72, -1.89], [1.38, -0.90, 1.71], [2.52, 0.30, 1.25], [0.23, 1.33, 1.62], [0.83, 1.68, 0.00], [-0.20, -0.52, -0.88], [-0.90, -0.69, 0.85], [-2.35, -0.76, -3.00]], "nbo_charge": [-0.921, 0.040, -0.503, -0.518, 0.018, -0.173, 0.060, 0.086, 0.171, 0.182, 0.263, 0.202, 0.090]}

---

Arrangement ii

{"formula": "C3H7OS2", "method": "ωB97M-V with the def2-TZVPD basis set", "homo_energy_ev": -2.84, "charge": -1, "smiles": "[O-]CCCSS", "orbital_gap_ev": 6.2550, "multiplicity": 1, "symbols": ["O", "C", "C", "C", "S", "S", "H", "H", "H", "H", "H", "H", "H"], "positions_angstrom": [[1.04, -1.51, -1.38], [-0.30, -1.44, -1.41], [-0.98, -1.62, -0.03], [-0.12, -0.90, 1.03], [-0.55, 0.84, 1.15], [0.78, 1.88, -0.09], [-0.63, -0.44, -1.79], [-0.82, -2.22, -2.03], [-1.99, -1.19, 0.02], [-1.15, -2.64, 0.33], [-0.29, -1.36, 2.00], [0.88, -1.00, 0.62], [1.53, 0.79, -0.36]], "nbo_charge": [-0.954, -0.032, -0.436, -0.566, 0.023, -0.231, 0.092, 0.085, 0.175, 0.171, 0.203, 0.281, 0.189]}

---

Verdict on stability: arrangement i comes out at the bottom.